# C11H11F9N8O7S3V

A structure of composition C11H11F9N8O7S3V (ωB97M-V with the def2-TZVPD basis set, the Open Molecules 2025 dataset).

Geometry as ORCA input:
```
! RIJCOSX wB97M-V def2-TZVPD def2/J DEFGRID3
* xyz 3 1
V -0.0403 -0.4140 0.0624
N 0.6681 -3.7864 -0.3992
C 1.4238 -3.0255 0.4110
N 2.6437 -3.3534 0.6812
C 3.2838 -2.6537 1.6390
N 4.5616 -2.8052 1.8180
N 2.6030 -1.8283 2.5102
C 1.4331 -1.4671 2.1629
N 0.8192 -1.8627 0.9442
C 0.5664 -0.6063 2.9490
C 0.7448 -0.3162 4.2809
C -0.2411 0.4410 4.9102
C -1.3360 0.8614 4.1807
C -1.4177 0.5592 2.8241
N -0.4754 -0.1687 2.2225
H 1.1250 -4.6239 -0.7456
H -0.3013 -3.9194 -0.1461
H 5.0906 -3.4312 1.2228
H 5.0305 -2.3387 2.5841
H 1.6136 -0.6851 4.8089
H -0.1539 0.6875 5.9604
H -2.1307 1.4303 4.6435
H -2.2518 0.8931 2.2280
F 0.7082 5.0064 -0.4212
C 1.2142 3.8087 -0.4029
F 2.4031 3.7742 0.1316
F 1.2064 3.2607 -1.6010
S 0.0736 2.7649 0.6784
O 0.5747 1.3146 0.4250
O 0.1956 3.1710 2.0229
N -1.3567 2.8542 0.0515
S -1.8909 1.6634 -0.8048
O -1.8260 0.3947 0.0564
O -1.2900 1.4128 -2.0760
C -3.7307 2.0527 -0.9578
F -3.8210 3.0916 -1.7330
F -4.2032 2.2744 0.2405
F -4.2647 0.9798 -1.4988
N -1.1949 -1.6160 -1.1731
H -1.4706 -1.0098 -1.9525
H -2.0562 -1.9369 -0.7286
H -0.6867 -2.4076 -1.5745
F 1.1171 0.5819 -3.9020
C 2.3429 0.3495 -3.5011
F 3.1220 -0.0272 -4.4706
F 2.8360 1.3524 -2.8252
S 2.2580 -1.1360 -2.3163
O 3.4070 -1.2404 -1.5066
O 1.0514 -0.4562 -1.1982
O 1.5406 -2.2053 -2.8926
*
```

Energy above the lowest of the compared OMol25 structures with the same formula, charge and spin   64.0 kJ/mol
Total energy   -120460.21292 eV
HOMO-LUMO gap   6.3 eV
HOMO level   -19.393 eV

Atomic partial charges in e from the Mulliken method, atoms 1 to 5: atom 1 (V): 0.005, atom 2 (N): -0.266, atom 3 (C): 0.170, atom 4 (N): -0.505, atom 5 (C): 0.474

# C11H11N

An isolated molecule of C11H11N (ωB97M-V with the def2-TZVPD basis set, the Open Molecules 2025 dataset).

Geometry as ORCA input:
```
! RIJCOSX wB97M-V def2-TZVPD def2/J DEFGRID3
* xyz 0 1
C 1.7774 1.9218 3.0589
C 1.3387 1.0023 1.9715
C 1.7803 -0.4751 1.7534
C 1.2062 -1.2913 0.7856
C 0.1648 -0.8074 -0.1559
C -1.3296 -0.9169 -1.8954
C -1.8126 -1.7742 -2.9922
C -1.7644 0.3830 -1.7784
C -1.1055 1.1847 -0.8744
C -0.1887 0.6141 0.0414
C 0.4629 1.5253 0.9984
H 2.9190 1.9012 3.1134
H 1.3644 2.9445 3.1538
H 1.5051 1.3297 4.0391
H 2.1894 -1.1912 2.5992
H 1.4206 -2.2680 0.8304
H -1.6870 -2.9404 -2.4877
H -1.4071 -1.5717 -3.9919
H -2.9810 -1.5322 -3.1349
H -2.4540 0.7502 -2.4622
H -1.2053 2.3194 -1.0724
H 0.0035 2.4624 1.1645
N -0.4064 -1.4859 -1.0327
*
```

Energy above the lowest of the compared OMol25 structures with the same formula, charge and spin   274.5 kJ/mol
Total energy   -13073.03335 eV
SMILES   Cc1ccc2nc(C)ccc2c1
HOMO-LUMO gap   8.5 eV
HOMO level   -8.136 eV

Atomic partial charges in e from the natural (NBO) method, atoms 1 to 5: atom 1 (C): -0.647, atom 2 (C): -0.001, atom 3 (C): -0.211, atom 4 (C): -0.184, atom 5 (C): 0.189

# C11H11N4O2Tc

A structure of composition C11H11N4O2Tc (ωB97M-V with the def2-TZVPD basis set, the Open Molecules 2025 dataset).

Geometry as ORCA input:
```
! RIJCOSX wB97M-V def2-TZVPD def2/J DEFGRID3
* xyz 3 4
Tc -0.1598 -1.3802 0.2703
N -0.6281 -2.9634 1.7419
N -0.1355 -4.1803 1.2209
C 0.5116 -4.2061 0.0280
O 0.9836 -5.0840 -0.5771
O 0.5287 -2.8448 -0.5218
H -0.1867 -2.8040 2.6503
H -1.6323 -3.0646 1.9032
H -0.2564 -5.0299 1.7588
C 1.2863 0.4565 -3.4691
C 1.1606 1.8147 -3.2639
C 0.6589 2.2461 -2.0432
C 0.2903 1.3017 -1.0474
N 0.4225 -0.0474 -1.2812
C 0.9004 -0.4577 -2.4393
C -0.2257 1.6522 0.2388
C -0.4268 2.9767 0.6625
C -0.9268 3.2408 1.9387
C -1.2140 2.1762 2.7617
C -0.9927 0.8596 2.2881
N -0.5208 0.5880 1.0814
H 1.6732 0.0483 -4.3960
H 1.4436 2.5269 -4.0298
H 0.5503 3.3054 -1.8562
H 0.9965 -1.5280 -2.5883
H -0.1954 3.8039 0.0062
H -1.0815 4.2612 2.2679
H -1.6047 2.3144 3.7625
H -1.2194 0.0177 2.9321
*
```

Total energy   -23806.77666 eV
Expectation value of S²   4.24
HOMO-LUMO gap (spin up / spin down)   7.3 / 5.3 eV
HOMO level (spin up / spin down)   -20.727 / -20.614 eV

Atomic partial charges in e from the natural (NBO) method, atoms 1 to 5: atom 1 (Tc): 1.485, atom 2 (N): -0.648, atom 3 (N): -0.479, atom 4 (C): 0.858, atom 5 (O): -0.389

# C11H11NOS

A structure of composition C11H11NOS (ωB97M-V with the def2-TZVPD basis set, the Open Molecules 2025 dataset).

Geometry as ORCA input:
```
! RIJCOSX wB97M-V def2-TZVPD def2/J DEFGRID3
* xyz 0 1
C -1.4986 -1.2805 -0.1720
C -1.6833 2.4823 -1.8669
C -1.9148 2.2673 -0.5292
C -0.3170 2.2474 -2.2015
C -0.9593 1.8082 0.4044
C 0.7304 1.9259 -1.2493
C 0.4100 1.6408 0.0756
C 0.9269 -2.9997 1.6244
C -0.2227 -2.1298 1.8498
C 0.5486 -2.8786 0.1482
C -0.5229 -1.9574 0.5677
N -2.4068 -0.6943 -0.5600
O 3.0597 0.7176 0.4843
S 1.5808 0.9802 1.1844
H -2.4265 2.5098 -2.6525
H -2.9776 2.0747 -0.2685
H -0.0500 2.6157 -3.1611
H -1.3820 1.6592 1.3973
H 1.7757 1.8293 -1.5166
H 1.9163 -2.5350 1.8956
H 0.9191 -3.9208 2.1772
H -0.6587 -1.8012 2.7607
H 3.4311 1.6436 0.3692
H 1.4205 -2.4582 -0.4666
H 0.3010 -3.7464 -0.2948
*
```

Energy above the lowest of the compared OMol25 structures with the same formula, charge and spin   348.6 kJ/mol
Total energy   -25954.21408 eV
HOMO-LUMO gap   8.5 eV
HOMO level   -8.191 eV

Atomic partial charges in e from the natural (NBO) method, atoms 1 to 5: atom 1 (C): 0.278, atom 2 (C): -0.234, atom 3 (C): -0.178, atom 4 (C): -0.177, atom 5 (C): -0.233